13
Properties=species:S:1:pos:R:3 method="wB97M-V/def2-TZVPD" de_lowest_kj_mol=20.48 gap_ha=0.4174 total_charge=0 smiles="CCOC(N)=O" energy_ev=-8810.3166
C -1.645 0.204 0.263
C -0.931 -0.448 -0.909
O 0.349 0.176 -1.067
C 1.307 -0.308 -0.240
N 2.286 0.628 -0.067
O 1.304 -1.412 0.257
H -1.873 1.251 0.041
H -1.003 0.168 1.150
H -2.577 -0.318 0.499
H -0.789 -1.521 -0.758
H -1.456 -0.282 -1.853
H 2.933 0.444 0.682
H 2.043 1.589 -0.247


13
Properties=species:S:1:pos:R:3 method="wB97M-V/def2-TZVPD" de_lowest_kj_mol=137.68 gap_ha=0.4035 total_charge=0 smiles="CC=O.NC=O" energy_ev=-8809.1019
C -0.146 1.480 1.438
C 0.989 0.512 1.259
O 0.904 -0.664 1.491
H -0.102 2.397 0.853
H -1.106 1.016 1.194
H -0.149 1.735 2.506
H 1.880 0.846 0.710
N -0.654 -1.528 -0.897
C -0.814 -0.321 -1.597
O -0.016 0.548 -1.755
H -1.370 -2.217 -1.017
H 0.000 -1.636 -0.135
H -1.888 -0.389 -1.874


13
Properties=species:S:1:pos:R:3 method="wB97M-V/def2-TZVPD" de_lowest_kj_mol=109.67 gap_ha=0.4203 total_charge=0 smiles="N=C=O.CCO" energy_ev=-8809.3922
N 1.185 0.620 1.932
C 2.002 0.609 1.034
O 2.861 0.596 0.235
H 0.184 0.515 1.766
C 0.140 -0.937 -0.717
C -0.767 0.282 -0.716
O -1.438 0.322 0.543
H 0.632 -1.041 0.250
H -0.430 -1.854 -0.871
H 0.911 -0.848 -1.487
H -0.191 1.209 -0.868
H -1.492 0.208 -1.537
H -2.084 1.039 0.521


Number 1: molar mass 89.094 u. Number 2: molar mass 89.094 u. Number 3: molar mass 89.094 u.